Entry from OMol25: 2 unconnected molecules or ions with the total composition C6H14NO2 at a distorted geometry (ωB97M-V/def2-TZVPD).

Geometry (Å):
C1 1.175 0.714 2.917
O1 1.990 0.597 2.011
C2 -0.187 1.442 2.018
C3 -1.005 0.432 1.259
C4 -0.172 -0.207 0.133
C5 -0.783 -0.932 -0.786
N1 -0.198 -1.610 -1.887
C6 1.252 -1.465 -2.199
H1 1.596 1.309 3.739
H2 0.762 -0.152 3.441
H3 -0.640 2.066 2.728
H4 0.401 2.077 1.318
H5 -1.717 1.146 0.899
H6 -1.172 -0.345 1.898
H7 0.863 0.220 0.079
H8 -1.924 -0.978 -0.774
H9 -0.599 -2.561 -1.867
H10 1.691 -0.471 -1.915
H11 1.937 -2.004 -1.609
H12 1.373 -1.956 -3.241
H13 -1.230 0.197 -2.913
H14 -1.905 1.433 -2.256
O2 -1.509 1.048 -2.993

Results
- Total charge: -1
- LUMO level: 3.4637 eV
- Energy relative to the best compared isomer or geometry (same formula, charge and spin): 5.2334 eV
- E: -12030.1879 eV
- Gap between HOMO and LUMO: 5.3 eV
- HOMO energy: -1.81 eV